No. 1
Molecular formula: C2H8NOP
Method: DFT, ωB97M-V with the def2-TZVPD basis set

Cartesian coordinates (Å):
1 P 0.57 0.66 0.11
2 O 0.29 1.35 1.37
3 N -0.83 -0.71 -0.38
4 C 2.22 -0.09 0.02
5 C -2.16 -0.22 -0.12
6 H -2.52 -0.41 0.90
7 H -2.84 -0.71 -0.82
8 H -2.20 0.86 -0.30
9 H 2.25 -0.99 0.62
10 H 2.51 -0.31 -1.00
11 H -0.61 -1.53 0.17
12 H 0.42 1.46 -1.02
13 H 2.90 0.64 0.46

Values from the calculation:
**Relative energy (zero: lowest compared OMol25 entry of this formula, charge and spin)**: 24.6 kcal/mol
**SMILES string**: CN[P@H](C)=O
**Net charge**: 0
**HOMO-LUMO gap**: 10.1 eV
**Largest force on an atom**: 0.08865 hartree/bohr

No. 2
Molecular formula: C2H8NOPS
Method: DFT, ωB97M-V with the def2-TZVPD basis set

Cartesian coordinates (Å):
1 S 2.89 -1.21 -0.20
2 P -2.43 -0.15 0.65
3 O -2.92 1.04 -0.21
4 N 2.02 -0.08 0.63
5 C 2.11 1.35 0.27
6 C -2.87 -1.47 -0.28
7 H 1.83 -1.55 -0.85
8 H 1.01 1.87 0.09
9 H 2.77 1.53 -0.56
10 H -3.28 -1.57 -1.39
11 H -3.40 0.81 -1.12
12 H -2.53 -2.37 0.13
13 H 2.37 1.83 1.28
14 H 2.44 -0.02 1.58

Values from the calculation:
**Relative energy (zero: lowest compared OMol25 entry of this formula, charge and spin)**: 122.1 kcal/mol
**SMILES string**: C=PO.CNS
**Net charge**: 0
**HOMO-LUMO gap**: 9.4 eV
**Largest force on an atom**: 0.11377 hartree/bohr

What is the largest force on an atom in the first record?
0.08865 hartree/bohr

Among the records above, which one has the lowest relative energy (zero: lowest compared OMol25 entry of this formula, charge and spin)?
C2H8NOP

What did the first record say?
Molecular formula: C2H8NOP
Method: DFT, ωB97M-V with the def2-TZVPD basis set

Cartesian coordinates (Å):
1 P 0.57 0.66 0.11
2 O 0.29 1.35 1.37
3 N -0.83 -0.71 -0.38
4 C 2.22 -0.09 0.02
5 C -2.16 -0.22 -0.12
6 H -2.52 -0.41 0.90
7 H -2.84 -0.71 -0.82
8 H -2.20 0.86 -0.30
9 H 2.25 -0.99 0.62
10 H 2.51 -0.31 -1.00
11 H -0.61 -1.53 0.17
12 H 0.42 1.46 -1.02
13 H 2.90 0.64 0.46

Values from the calculation:
**Relative energy (zero: lowest compared OMol25 entry of this formula, charge and spin)**: 24.6 kcal/mol
**SMILES string**: CN[P@H](C)=O
**Net charge**: 0
**HOMO-LUMO gap**: 10.1 eV
**Largest force on an atom**: 0.08865 hartree/bohr